C32H40Cl3F3NS | the ωB97M-V functional and the def2-TZVPD basis

XYZ file:
```
80
Properties=species:S:1:pos:R:3:forces:R:3:mulliken_charge:R:1
C -5.810 0.512 -1.625 0.745 0.045 0.995 -1.3148
C -4.398 -0.028 -1.435 -0.893 1.978 -0.705 0.9061
Cl -3.103 1.145 -1.559 -0.201 -0.550 0.108 -0.1871
C -4.151 -1.285 -1.193 -0.172 -1.190 0.190 -0.4022
Cl -5.464 -2.423 -1.115 0.877 0.116 -0.016 -0.1094
N -2.797 -1.770 -0.975 -0.879 -1.483 -0.053 0.6827
C -2.673 -2.781 0.147 0.900 0.753 1.121 -1.5887
C -1.249 -2.556 0.728 -0.465 -1.240 -0.849 1.1392
C -1.093 -3.551 1.909 -0.453 0.855 0.590 -0.9308
C -0.225 -3.061 3.111 0.987 -0.838 -0.559 -0.7484
C 0.704 -1.853 2.837 -1.227 0.057 0.284 -0.3089
S -0.118 -0.299 3.409 0.497 0.472 0.267 -0.1611
C -0.258 -2.900 -0.432 -0.350 -0.403 -0.273 -1.4222
C -0.621 -2.346 -1.844 0.357 0.642 0.333 1.1385
C 0.225 -2.953 -2.988 -0.187 0.255 -0.408 -1.1165
C 0.943 -1.875 -3.839 0.566 -0.916 0.022 -0.9525
C 1.970 -1.055 -3.047 -0.399 0.522 -0.211 -0.1734
Cl 2.182 0.540 -3.882 -0.111 -0.348 0.273 -0.2555
C -2.139 -2.390 -2.156 1.669 0.073 -1.004 -1.3976
H -6.336 0.281 -0.686 -0.154 -0.017 -0.398 0.4028
H -5.762 1.601 -1.682 -0.183 -0.245 -0.401 0.2450
H -6.325 0.040 -2.464 0.114 0.215 0.075 0.3847
H -2.212 -0.973 -0.694 -0.262 0.130 -0.191 0.2402
H -3.430 -2.547 0.901 0.068 -0.162 -0.224 0.6985
H -2.766 -3.802 -0.230 -0.310 0.315 -0.090 0.1756
H -1.229 -1.506 1.052 0.374 -0.239 0.019 -0.0077
H -0.747 -4.521 1.533 0.031 0.268 0.011 0.4783
H -2.108 -3.722 2.306 0.295 -0.114 -0.089 0.3472
H 0.432 -3.904 3.383 -0.228 0.197 -0.019 0.2998
H -0.839 -2.877 3.996 0.098 0.171 -0.249 0.3909
H 1.589 -1.925 3.478 -0.230 0.247 -0.070 0.3599
H 1.050 -1.771 1.803 -0.096 -0.034 0.204 0.1029
H -1.133 -0.013 2.559 0.396 -0.578 -0.145 0.0902
H -0.266 -4.001 -0.522 -0.033 0.266 0.110 0.4049
H 0.782 -2.648 -0.184 -0.283 0.122 -0.104 0.2165
H -0.365 -1.267 -1.830 -0.220 -0.229 0.047 0.3103
H -0.416 -3.504 -3.697 0.075 0.010 0.338 0.4241
H 0.955 -3.687 -2.620 -0.169 0.245 0.116 0.4780
H 0.231 -1.239 -4.380 0.075 0.023 0.422 0.4022
H 1.489 -2.426 -4.620 -0.149 0.284 0.067 0.4306
H 1.637 -0.814 -2.031 0.059 -0.045 -0.233 0.0910
H 2.956 -1.521 -2.978 -0.241 0.000 -0.133 0.4227
H -2.456 -3.417 -2.361 -0.409 0.257 0.507 0.4002
H -2.331 -1.806 -3.066 -0.106 0.057 0.372 0.3397
F -8.121 5.494 1.509 -0.012 -0.017 0.011 -0.3011
C -7.043 5.492 0.710 0.239 0.029 -0.177 0.3280
C -6.531 6.694 0.262 -0.073 0.207 0.051 -0.4736
C -5.413 6.688 -0.561 -0.027 -0.183 0.023 -0.3085
C -4.828 5.484 -0.932 0.115 -0.015 -0.087 -0.6913
C -5.359 4.286 -0.476 -0.070 0.214 0.029 0.5623
C -6.471 4.286 0.355 -0.069 -0.267 0.047 -0.5342
H -7.005 7.621 0.556 -0.011 -0.036 0.024 0.4162
H -4.998 7.623 -0.912 -0.036 -0.007 0.013 0.3774
H -3.959 5.483 -1.577 -0.025 0.007 0.015 0.3724
H -4.907 3.346 -0.769 0.041 0.065 0.059 -0.0796
H -6.894 3.361 0.727 -0.044 0.047 0.020 0.3981
F 1.546 -1.590 6.307 -0.110 -0.048 -0.066 -0.3406
C 2.859 -1.284 6.359 0.437 0.110 0.037 0.3204
C 3.243 0.041 6.302 -0.206 0.204 -0.040 -0.3599
C 4.593 0.355 6.360 0.037 -0.191 -0.007 -0.3347
C 5.539 -0.657 6.463 0.084 0.037 -0.002 -0.4897
C 5.135 -1.984 6.514 -0.041 0.159 -0.020 -0.3371
C 3.785 -2.302 6.467 -0.100 -0.257 -0.030 -0.3973
H 2.491 0.815 6.214 -0.013 -0.036 0.025 0.4207
H 4.908 1.390 6.325 -0.035 -0.014 -0.007 0.3658
H 6.592 -0.409 6.504 -0.028 -0.012 0.006 0.3773
H 5.872 -2.773 6.591 -0.037 0.001 0.020 0.3635
H 3.450 -3.331 6.514 -0.021 0.025 0.011 0.4203
F 7.184 -0.149 -3.788 -0.002 -0.061 0.013 -0.3070
C 6.802 1.135 -3.931 -0.084 0.408 -0.051 0.2047
C 7.766 2.119 -4.027 0.263 -0.067 0.005 -0.3984
C 7.369 3.440 -4.179 -0.186 -0.070 0.017 -0.4274
C 6.018 3.760 -4.221 -0.016 0.102 -0.012 -0.4956
C 5.062 2.758 -4.118 0.170 0.033 -0.007 -0.2531
C 5.455 1.435 -3.977 -0.043 -0.230 0.046 0.1174
H 8.814 1.851 -3.984 -0.026 -0.026 -0.012 0.4183
H 8.114 4.221 -4.263 0.005 -0.036 0.014 0.3644
H 5.711 4.792 -4.335 0.008 -0.029 0.000 0.3682
H 4.009 3.007 -4.147 0.014 -0.032 -0.006 0.2764
H 4.725 0.641 -3.903 0.128 0.038 -0.007 0.1311
```
Forces are in eV/Å.

Calculated values
LUMO level (Ha): -0.0918
Total charge: +1
E (eV): -91870.8094
Orbital gap (eV): 8.1

=====

C36H27ClFeN7O3 | the ωB97M-V functional and the def2-TZVPD basis

XYZ file:
```
75
Properties=species:S:1:pos:R:3:forces:R:3:mulliken_charge:R:1
Fe -0.437 0.132 -0.005 0.188 -0.348 0.012 1.0073
Cl 1.543 2.077 6.759 0.002 0.004 -0.008 -0.2363
C 0.802 1.798 5.208 0.000 -0.031 0.018 0.0742
C -0.538 1.389 5.150 0.009 0.022 -0.008 -0.6351
C -1.136 1.147 3.941 0.018 -0.009 -0.029 -0.5893
C -0.414 1.275 2.729 -0.076 -0.067 -0.030 0.5099
O -0.999 1.047 1.598 -0.086 0.094 0.021 -0.8256
C 0.936 1.681 2.810 0.048 0.060 -0.024 0.1023
C 1.701 1.917 1.623 -0.066 -0.007 -0.009 0.1296
N 1.333 1.606 0.431 0.132 0.016 -0.019 0.4999
C 2.162 1.959 -0.655 -0.123 -0.060 -0.061 0.4972
C 3.442 2.451 -0.587 -0.024 0.003 -0.028 -0.7249
C 4.148 2.805 -1.753 -0.010 -0.006 0.013 -1.1314
C 3.574 2.674 -2.984 -0.009 0.000 0.000 -0.8239
C 2.269 2.144 -3.097 0.004 0.018 -0.011 1.0920
C 1.617 1.986 -4.339 0.016 0.005 0.020 -0.7042
C 0.363 1.459 -4.367 -0.013 -0.017 -0.001 -1.2399
C -0.227 1.041 -3.160 -0.051 -0.041 -0.005 0.2173
N 0.341 1.161 -1.985 0.162 0.073 0.015 0.3875
C 1.572 1.754 -1.935 -0.019 -0.044 0.183 -0.0613
C 1.525 1.959 4.058 -0.014 -0.023 0.003 -0.9959
H -1.095 1.270 6.070 0.003 -0.004 0.009 0.4525
H -2.170 0.832 3.877 -0.004 -0.002 0.008 0.4896
H 2.651 2.429 1.787 -0.010 0.011 0.003 0.2018
H 3.936 2.576 0.365 0.015 -0.008 -0.001 0.3451
H 5.154 3.191 -1.659 0.002 0.005 -0.003 0.3923
H 4.104 2.963 -3.882 0.004 0.002 -0.004 0.4066
H 2.123 2.290 -5.248 -0.002 0.004 -0.003 0.4352
H -0.180 1.331 -5.293 -0.005 -0.003 0.005 0.4542
H -1.204 0.580 -3.181 -0.042 -0.018 0.039 0.2413
H 2.556 2.288 4.103 0.005 0.000 0.008 0.4428
C -2.572 -2.871 -2.670 -0.027 -0.022 -0.011 -1.6562
C -2.009 -1.662 -2.001 0.006 0.252 0.182 0.7758
N -0.813 -1.601 -1.542 -0.165 0.004 -0.161 0.7052
O -0.089 -2.772 -1.670 0.057 0.032 0.133 -0.7380
C -2.811 -0.449 -1.793 0.154 -0.224 -0.012 -0.1504
C -4.119 -0.188 -2.464 -0.016 -0.015 -0.050 -1.8347
N -2.268 0.422 -0.983 -0.001 0.303 0.063 0.7757
O -2.760 1.561 -0.751 -0.057 -0.052 -0.038 -0.7400
H -2.223 -3.768 -2.164 0.002 -0.005 0.006 0.4174
H -2.230 -2.928 -3.706 0.014 -0.006 -0.001 0.2922
H -3.659 -2.843 -2.669 0.002 0.000 -0.004 0.4380
H 0.624 -2.627 -1.023 -0.002 -0.017 -0.058 0.3839
H -4.093 -0.459 -3.522 0.007 -0.009 0.003 0.3827
H -4.354 0.870 -2.370 0.021 -0.003 0.003 0.4537
H -4.933 -0.754 -2.002 -0.008 0.006 0.009 0.3639
N 2.689 -4.436 8.614 0.006 -0.014 0.017 -0.5449
C 2.306 -4.042 7.605 -0.027 0.031 -0.026 -0.1242
C 1.829 -3.548 6.340 0.028 -0.019 0.064 0.6096
C 1.179 -4.412 5.463 -0.007 0.000 -0.020 -0.9204
C 0.724 -3.937 4.245 0.025 0.010 -0.024 -0.1651
C 0.932 -2.608 3.887 0.000 0.002 0.041 -0.3843
C 1.586 -1.752 4.770 -0.006 -0.008 0.006 0.0223
C 2.025 -2.212 5.998 -0.023 0.007 -0.035 -0.9661
C 0.461 -2.081 2.578 -0.067 0.044 -0.048 1.6472
C 1.472 -1.724 1.645 -0.115 0.003 -0.025 -0.6801
C 2.844 -2.006 1.754 0.067 -0.032 0.025 -0.4656
C 3.434 -1.631 0.552 -0.019 -0.050 0.059 -1.7310
C 2.401 -1.132 -0.240 -0.103 -0.033 -0.063 -0.7766
N 1.216 -1.178 0.399 0.007 0.123 -0.102 0.8685
C -0.897 -1.996 2.373 0.130 -0.035 -0.132 -0.4870
C -1.938 -2.404 3.273 -0.033 0.047 0.021 -0.5423
C -3.120 -2.139 2.651 0.023 -0.017 0.040 -1.5766
C -2.779 -1.556 1.392 -0.008 0.041 -0.031 -0.1416
N -1.482 -1.479 1.210 0.028 0.008 0.080 0.4712
H 1.034 -5.448 5.737 -0.003 0.000 0.006 0.4642
H 0.214 -4.600 3.559 0.004 -0.005 -0.014 0.5398
H 1.735 -0.717 4.492 0.003 0.030 -0.008 0.6367
H 2.513 -1.541 6.691 0.019 -0.008 0.005 0.5027
H 3.325 -2.477 2.596 0.004 0.018 0.018 0.6357
H 4.468 -1.732 0.266 0.015 0.004 0.005 0.5038
H 2.470 -0.745 -1.247 -0.008 0.020 0.003 0.7658
H -1.794 -2.829 4.253 0.021 -0.017 0.012 0.5685
H -4.117 -2.307 3.025 -0.013 -0.014 -0.015 0.4606
H -3.471 -1.162 0.663 0.007 -0.009 -0.040 0.5290
```
Forces are in eV/Å.

Calculated values
<S²>: 8.76
ΔE to the lowest compared entry with this formula, charge and spin (kJ/mol): 0.0
LUMO level (spin up / spin down) (Ha): -0.0344 / -0.0392
2S+1: 6
E (eV): -101251.1580
Orbital gap (spin up / spin down) (eV): 6.8 / 6.6

=====

C23H39BrClIrN2O8Si | the ωB97M-V functional and the def2-TZVPD basis

XYZ file:
```
76
Properties=species:S:1:pos:R:3:forces:R:3:mulliken_charge:R:1
Ir 0.766 0.823 2.565 -0.115 0.021 -0.071 1.5786
O 2.545 -0.975 9.058 -0.012 0.053 0.013 -0.7241
C 1.387 -1.075 8.617 0.029 -0.149 -0.043 0.4550
O 0.336 -1.443 9.180 -0.008 0.055 0.009 -0.7465
C 1.218 -0.688 7.122 -0.004 0.044 0.036 0.2645
C -0.034 -0.746 6.521 0.002 0.007 -0.003 -0.8007
C -0.188 -0.345 5.211 -0.011 0.014 -0.004 -0.1217
N 0.845 0.106 4.494 -0.002 -0.059 -0.003 -0.4252
C 2.071 0.130 5.040 0.002 -0.023 -0.016 0.5002
C 2.287 -0.255 6.348 -0.005 -0.002 0.016 -0.6577
C 3.172 0.628 4.123 -0.049 0.051 -0.013 0.4968
O 4.312 0.725 4.527 0.023 -0.011 -0.004 -0.7414
O 2.767 0.951 2.925 0.030 -0.039 0.001 -0.6499
H -0.871 -1.098 7.108 -0.004 -0.001 -0.002 0.4636
H -1.140 -0.359 4.698 0.002 -0.008 -0.001 0.4670
H 3.282 -0.209 6.767 0.002 0.001 -0.004 0.5661
O 2.614 -2.048 0.752 -0.006 -0.040 -0.007 -0.6238
Cl 1.571 -2.371 1.682 -0.045 0.118 0.034 1.6564
O 2.076 -2.427 3.022 0.004 -0.010 0.010 -0.6765
O 0.932 -3.605 1.315 0.005 -0.041 0.013 -0.6940
O 0.528 -1.315 1.611 0.045 -0.121 -0.019 -0.7290
C -2.440 0.979 -3.263 -0.011 0.022 -0.014 -1.9481
C -0.960 1.183 -3.612 -0.034 -0.024 0.029 2.6246
C -0.814 1.082 -5.136 -0.004 0.001 -0.007 -1.7701
C -0.621 2.618 -3.178 0.002 -0.006 -0.010 -1.6024
Si 0.155 -0.093 -2.639 -0.008 -0.049 -0.044 -1.3739
Br 1.042 1.889 0.325 0.084 0.100 -0.041 -0.4477
C 1.980 -0.107 -3.289 -0.002 0.023 0.020 2.7186
C 2.894 -0.698 -2.203 -0.004 0.002 -0.021 -1.9243
C 2.156 -0.902 -4.591 0.012 0.013 0.001 -1.7349
C 2.477 1.323 -3.535 0.007 0.016 0.010 -2.1507
C -0.644 -1.863 -2.596 0.017 0.032 0.038 2.7779
C -1.773 -1.857 -1.550 -0.025 -0.002 -0.021 -1.6679
C -1.195 -2.331 -3.949 -0.001 0.001 -0.014 -1.8594
C 0.369 -2.913 -2.117 -0.009 0.030 -0.016 -1.8694
H -3.034 1.766 -3.747 0.008 -0.004 -0.001 0.5647
H -2.611 1.052 -2.188 -0.009 0.006 0.014 0.1403
H -2.830 0.020 -3.603 0.002 -0.001 -0.009 0.3792
H -1.490 1.800 -5.622 0.002 -0.005 0.007 0.5182
H -1.066 0.086 -5.509 -0.002 0.000 0.001 0.2580
H 0.199 1.315 -5.465 0.009 0.003 -0.008 0.3037
H -1.324 3.314 -3.655 0.008 -0.004 0.002 0.5158
H 0.385 2.919 -3.464 0.024 -0.001 0.009 0.3257
H -0.703 2.737 -2.096 0.005 -0.006 0.011 0.1464
H 2.689 -1.745 -1.994 0.004 -0.013 0.010 0.3836
H 2.799 -0.160 -1.259 0.005 -0.002 -0.006 0.2136
H 3.938 -0.623 -2.537 -0.013 0.001 0.004 0.5588
H 1.890 -1.953 -4.473 -0.005 -0.018 0.019 0.2719
H 3.209 -0.865 -4.901 -0.010 0.001 0.008 0.5103
H 1.557 -0.494 -5.408 -0.004 -0.001 -0.011 0.2499
H 2.357 1.946 -2.646 -0.002 -0.001 0.003 0.2818
H 1.972 1.805 -4.374 -0.006 0.020 -0.009 0.3891
H 3.548 1.290 -3.773 -0.014 -0.002 0.000 0.5756
H -2.582 -1.171 -1.803 0.016 -0.028 0.015 0.3837
H -1.388 -1.583 -0.565 0.026 -0.014 0.002 0.1072
H -2.201 -2.864 -1.472 0.005 -0.004 -0.004 0.5605
H -1.998 -1.695 -4.324 -0.004 0.006 -0.001 0.3241
H -1.605 -3.345 -3.844 0.001 0.005 0.003 0.5110
H -0.415 -2.370 -4.713 -0.005 -0.002 0.002 0.2812
H 0.820 -2.649 -1.161 0.001 -0.009 0.019 0.0701
H 1.167 -3.084 -2.840 0.008 0.011 -0.014 0.3035
H -0.155 -3.866 -1.976 0.010 0.001 0.018 0.6020
C -3.371 1.235 3.070 0.004 -0.005 0.007 -2.0270
C -2.253 1.645 2.103 -0.015 -0.054 -0.034 1.9015
C -1.994 3.152 2.205 0.005 0.006 0.007 -1.7689
C -2.637 1.269 0.666 -0.010 -0.010 0.008 -1.2937
N -1.070 0.925 2.452 0.055 0.083 0.084 -0.4357
H -4.301 1.746 2.810 0.002 0.003 -0.003 0.4158
H -3.103 1.497 4.096 -0.002 -0.002 -0.001 0.4534
H -3.537 0.158 3.020 0.000 0.000 0.001 0.3882
H -2.898 3.709 1.943 -0.002 -0.002 -0.001 0.4239
H -1.187 3.434 1.528 -0.001 0.002 0.002 0.2539
H -1.701 3.414 3.224 0.000 0.004 0.000 0.4259
H -3.539 1.806 0.357 -0.003 0.003 0.007 0.4409
H -2.819 0.195 0.594 -0.007 0.023 -0.002 0.3529
H -1.816 1.521 -0.006 0.007 -0.009 -0.013 0.1090
```
Forces are in eV/Å.

Calculated values
<S²>: 6.02
ΔE to the lowest compared entry with this formula, charge and spin (kJ/mol): 72.6
LUMO level (spin up / spin down) (Ha): 0.1441 / 0.1427
Total charge: -2
2S+1: 5
E (eV): -137120.7421
Orbital gap (spin up / spin down) (eV): 6.1 / 7.4

=====

Q: E of number 1 (C32H40Cl3F3NS)?
A: -91870.8094 eV

=====

Q: Number 2 is which compound?
A: C36H27ClFeN7O3

=====

Q: Among the records above, which one has the highest E?
A: C32H40Cl3F3NS